Computed, not measured: 10 unconnected molecules or ions with the total composition C13H33ClF3N10O20S in a non-equilibrium geometry, with wB97M-V/def2-TZVPD.

Structure (ORCA input):
```
! RIJCOSX wB97M-V def2-TZVPD def2/J DEFGRID3
* xyz -1 1
C 3.894 1.258 2.501
C 2.975 1.354 1.284
C 2.601 2.736 0.715
Cl 3.512 4.108 1.594
N 1.215 3.010 0.581
S 0.183 2.677 1.650
O 0.644 2.411 2.995
O -1.037 3.426 1.476
C -0.462 0.954 1.153
F -0.168 0.630 -0.117
F -1.804 0.875 1.273
F 0.028 -0.060 1.908
H 4.944 1.424 2.258
H 3.789 0.244 2.894
H 3.577 1.939 3.291
H 2.058 0.835 1.532
H 3.431 0.785 0.473
H 3.013 2.846 -0.284
C -4.450 2.649 0.709
N -5.865 2.362 1.065
O -6.115 1.361 1.700
O -6.705 3.167 0.694
H -3.822 1.864 1.108
H -4.389 2.706 -0.373
H -4.189 3.611 1.140
C 4.197 -3.062 -1.632
N 4.104 -1.895 -0.714
O 3.125 -1.190 -0.821
O 5.007 -1.738 0.087
H 3.330 -3.053 -2.280
H 5.120 -2.933 -2.186
H 4.232 -3.953 -1.013
C 7.940 0.240 -2.836
N 6.568 -0.335 -2.870
O 6.431 -1.462 -3.314
O 5.675 0.358 -2.445
H 8.627 -0.492 -3.243
H 7.918 1.152 -3.425
H 8.158 0.473 -1.798
C 0.030 -5.179 -3.857
N 1.405 -4.650 -3.637
O 2.221 -5.384 -3.102
O 1.635 -3.518 -3.997
H 0.019 -6.186 -3.464
H -0.656 -4.514 -3.339
H -0.151 -5.145 -4.928
C -5.828 6.165 -0.704
N -4.340 6.228 -0.731
O -3.809 7.233 -0.302
O -3.756 5.262 -1.176
H -6.193 7.090 -0.276
H -6.162 6.035 -1.729
H -6.115 5.298 -0.113
C 1.831 -9.074 -1.858
N 0.709 -9.246 -2.823
O 0.583 -10.312 -3.386
O -0.003 -8.275 -2.985
H 2.389 -10.001 -1.818
H 2.430 -8.242 -2.219
H 1.389 -8.818 -0.900
C 1.009 -1.556 4.919
N 2.427 -1.939 4.666
O 3.278 -1.120 4.929
O 2.626 -3.039 4.186
H 0.999 -0.551 5.322
H 0.493 -1.602 3.964
H 0.597 -2.286 5.609
C -1.270 -2.204 -0.840
N -1.195 -3.221 -1.928
O -0.181 -3.274 -2.598
O -2.157 -3.947 -2.076
H -0.350 -1.634 -0.833
H -2.129 -1.571 -1.044
H -1.421 -2.751 0.086
C -7.938 7.794 3.195
N -8.603 7.813 1.861
O -8.243 6.993 1.043
O -9.460 8.654 1.685
H -7.205 6.996 3.195
H -7.479 8.767 3.337
H -8.715 7.633 3.936
*
```

LUMO   1.459 eV
Calculated total energy   -3724.63303 Eh
Orbital gap   7.3 eV
Energy above the lowest of the compared OMol25 structures with the same formula, charge and spin   0.0 kcal/mol
E_HOMO   -0.21284 Ha